No. 1
The following is a quantum chemistry calculation of 2 unconnected molecules or ions with the total composition C14H12Si, from OMol25.

Calculated values
relative energy (zero: lowest compared OMol25 entry of this formula, charge and spin): 1.398 eV
HOMO (spin up / spin down): -8.74 / -7.80 eV
charge: 0
orbital gap (spin up / spin down): 8.18 / 7.55 eV

The geometry in XYZ format:
```
27
C14H12Si ωB97M-V with the def2-TZVPD basis set
C 4.791 -1.026 -0.125
C -4.350 -1.715 -0.261
C 3.790 -1.842 0.374
C 4.487 0.231 -0.626
C -4.526 -0.367 0.008
C -3.078 -2.210 -0.496
C 2.470 -1.400 0.379
C 3.170 0.677 -0.619
C -3.435 0.481 0.042
C -1.986 -1.360 -0.460
C 2.197 -0.150 -0.116
C -2.153 -0.008 -0.192
C -0.836 2.840 0.738
C -0.989 2.988 -0.590
Si -0.711 1.198 -0.134
H 5.816 -1.369 -0.127
H -5.203 -2.378 -0.288
H 4.034 -2.823 0.759
H 5.270 0.866 -1.018
H -5.519 0.025 0.186
H -2.940 -3.260 -0.709
H 1.690 -2.037 0.772
H 2.928 1.660 -1.002
H -3.577 1.532 0.251
H -0.994 -1.746 -0.645
H -0.843 3.506 1.585
H -1.177 3.833 -1.232
```

Atomic partial charges in e from the Mulliken method, atoms 1 to 6: -0.510, -0.404, -0.343, -0.332, -0.574, -0.512



No. 2
The following is a quantum chemistry calculation of a molecular structure, C38H33CoFN4O4P, from OMol25.

Calculated values
multiplicity: 2
expectation value of S²: 0.759
relative energy (zero: lowest compared OMol25 entry of this formula, charge and spin): 0.000 eV
HOMO (spin up / spin down): -10.86 / -10.85 eV
charge: +1
orbital gap (spin up / spin down): 8.52 / 8.52 eV

The geometry in XYZ format:
```
82
C38H33CoFN4O4P ωB97M-V with the def2-TZVPD basis set
Co -0.332 -1.192 1.573
N -2.175 -1.048 2.338
C -2.649 0.259 2.791
C -3.926 0.393 3.317
C -4.375 1.643 3.709
C -3.554 2.757 3.568
C -2.281 2.613 3.045
C -1.814 1.358 2.658
P -0.162 0.997 2.009
C 1.062 1.548 3.213
C 1.267 2.898 3.501
C 2.201 3.269 4.452
C 2.945 2.296 5.112
C 2.759 0.955 4.816
C 1.820 0.581 3.864
C 0.058 2.071 0.568
C -1.029 2.382 -0.247
C -0.834 3.070 -1.435
C 0.448 3.447 -1.815
C 1.534 3.134 -1.009
C 1.343 2.446 0.179
H -2.729 -1.320 1.527
H -2.350 -1.739 3.063
H -4.567 -0.475 3.416
H -5.369 1.751 4.122
H -3.907 3.733 3.868
H -1.646 3.483 2.938
H 0.712 3.662 2.970
H 2.358 4.316 4.675
H 3.679 2.589 5.851
H 3.351 0.200 5.316
H 1.691 -0.464 3.609
H -2.029 2.081 0.042
H -1.682 3.311 -2.064
H 0.597 3.996 -2.737
H 2.535 3.429 -1.299
H 2.196 2.193 0.797
C 3.000 1.130 -4.440
C 1.639 0.557 -4.805
C 0.833 1.554 -5.621
C -0.500 0.954 -6.025
C -1.249 0.498 -4.804
C -2.623 0.466 -4.787
C -3.299 0.043 -3.645
F -4.641 0.029 -3.669
C -2.638 -0.344 -2.517
C -1.237 -0.311 -2.508
C -0.540 -0.685 -1.277
O -1.236 -1.029 -0.278
C 0.877 -0.608 -1.314
C 1.475 -0.187 -2.480
N 0.851 0.164 -3.602
C -0.542 0.110 -3.646
C 1.870 -0.912 -0.201
O 3.059 -0.810 -0.454
O 1.428 -1.296 0.950
H 3.448 1.537 -5.346
H 3.695 0.392 -4.045
H 2.894 1.939 -3.714
H 1.778 -0.350 -5.403
H 1.415 1.826 -6.501
H 0.684 2.463 -5.031
H -0.327 0.098 -6.684
H -1.103 1.666 -6.587
H -3.192 0.770 -5.656
H -3.174 -0.667 -1.637
H 2.552 -0.137 -2.470
N 3.199 -5.231 2.435
C 2.047 -5.953 2.424
O 1.967 -7.100 2.804
C 0.824 -5.232 1.925
C -0.231 -5.979 1.420
C -1.349 -5.320 0.942
C -1.383 -3.938 1.007
N -0.389 -3.215 1.527
C 0.699 -3.856 1.970
H 4.037 -5.731 2.684
H 3.303 -4.406 1.869
H -0.149 -7.058 1.404
H -2.182 -5.860 0.515
H -2.220 -3.380 0.606
H 1.488 -3.229 2.361
```

Atomic partial charges in e from the Mulliken method, atoms 1 to 6: -0.094, -0.137, -0.165, -0.487, -0.703, -0.813



No. 3
The following is a quantum chemistry calculation of 2 unconnected molecules or ions with the total composition C6H16, from OMol25.

Calculated values
multiplicity: 2
expectation value of S²: 0.750
relative energy (zero: lowest compared OMol25 entry of this formula, charge and spin): 1.534 eV
HOMO (spin up / spin down): 1.50 / -6.73 eV
charge: -1
orbital gap (spin up / spin down): 2.51 / 10.75 eV

The geometry in XYZ format:
```
22
C6H16 ωB97M-V with the def2-TZVPD basis set
C 1.952 -0.150 -1.007
C 1.871 1.313 -0.901
C 0.862 -0.827 -1.849
H 2.107 -0.682 0.010
H 3.063 -0.235 -1.353
H 1.430 1.735 0.068
H 2.891 1.883 -0.795
H 0.077 -1.162 -1.267
H 1.253 -1.747 -2.471
H 1.136 1.801 -1.685
H 0.556 -0.189 -2.613
C -1.108 -0.547 1.085
C -2.567 -0.771 0.736
C -0.844 0.679 1.892
H -0.741 -1.386 1.642
H -0.497 -0.569 0.258
H -3.337 -0.540 1.530
H -1.458 0.718 2.844
H -2.864 -1.760 0.391
H -2.848 0.004 -0.040
H 0.277 0.785 2.101
H -1.211 1.646 1.428
```

Atomic partial charges in e from the Mulliken method, atoms 1 to 6: -0.116, -2.604, -2.312, 0.028, 0.873, 0.427



No. 4
The following is a quantum chemistry calculation of a molecular structure, C2H2FLiO2Tl, from OMol25.

Calculated values
HOMO (spin up / spin down): -25.30 / -24.57 eV
charge: +3
orbital gap (spin up / spin down): 5.87 / 5.11 eV

The geometry in XYZ format:
```
9
C2H2FLiO2Tl ωB97M-V with the def2-TZVPD basis set
C 0.402 0.563 -0.427
C 1.310 1.423 -1.087
O -0.798 0.643 -0.490
F 0.109 0.635 1.398
H -0.375 -2.397 -0.519
H 1.140 2.512 -1.069
Li -2.118 -0.526 0.516
Tl 0.538 -1.273 1.725
O -0.206 -1.578 -0.046
```

Atomic partial charges in e from the Mulliken method, atoms 1 to 6: 0.990, -0.237, -0.252, -0.326, 0.373, 0.402



No. 5
The following is a quantum chemistry calculation of a molecular structure, FGaHMgNO3S2, from OMol25.

Calculated values
multiplicity: 2
expectation value of S²: 0.753
relative energy (zero: lowest compared OMol25 entry of this formula, charge and spin): 0.000 eV
HOMO (spin up / spin down): -10.45 / -13.40 eV
charge: +1
orbital gap (spin up / spin down): 3.39 / 6.21 eV

The geometry in XYZ format:
```
10
FGaHMgNO3S2 ωB97M-V with the def2-TZVPD basis set
Mg -0.158 -2.929 1.322
N 0.968 -0.359 -0.334
S 1.859 -1.705 0.371
S -0.518 -0.562 -0.719
O -1.067 0.937 -0.749
O -1.250 -1.604 0.037
F -0.650 -1.124 -2.241
Ga 0.761 1.527 -0.088
O 0.382 2.896 0.877
H -0.326 2.925 1.522
```

Atomic partial charges in e from the Mulliken method, atoms 1 to 6: 0.967, -0.149, -0.260, 1.189, -0.332, -0.442



No. 6
The following is a quantum chemistry calculation of C24H29N3O4 in the gas phase, from OMol25.

Calculated values
relative energy (zero: lowest compared OMol25 entry of this formula, charge and spin): 1.581 eV
HOMO: -8.22 eV
SMILES string: COc1cc(CN2CCNC(=O)[C@@H]2CC(=O)N2CCc3ccccc3C2)cc(OC)c1
charge: 0
orbital gap: 8.99 eV

The geometry in XYZ format:
```
60
C24H29N3O4 ωB97M-V with the def2-TZVPD basis set
C 4.966 3.330 0.651
O 5.418 2.002 0.762
C 4.656 1.010 0.219
C 3.452 1.206 -0.440
C 2.761 0.115 -0.956
C 1.456 0.322 -1.675
N 0.418 -0.571 -1.173
C -0.813 -0.509 -1.927
C -1.602 -1.780 -1.636
N -1.738 -1.936 -0.209
C -0.930 -1.405 0.721
O -1.115 -1.613 1.909
C 0.208 -0.508 0.254
C 0.037 0.908 0.895
C -0.956 1.831 0.216
O -0.581 2.605 -0.656
N -2.245 1.831 0.623
C -3.210 2.648 -0.085
C -4.053 1.766 -1.005
C -4.495 0.502 -0.316
C -5.452 -0.311 -0.913
C -5.860 -1.487 -0.313
C -5.312 -1.866 0.903
C -4.357 -1.068 1.503
C -3.941 0.113 0.900
C -2.892 0.962 1.575
C 3.273 -1.161 -0.813
C 4.481 -1.365 -0.145
O 4.897 -2.658 -0.054
C 6.107 -2.928 0.610
C 5.170 -0.279 0.370
H 4.881 3.639 -0.395
H 5.720 3.940 1.146
H 4.002 3.471 1.150
H 3.038 2.194 -0.569
H 1.596 0.071 -2.733
H 1.154 1.376 -1.615
H -1.422 0.372 -1.678
H -0.574 -0.466 -2.991
H -1.071 -2.642 -2.058
H -2.600 -1.727 -2.082
H -2.465 -2.546 0.137
H 1.111 -0.921 0.726
H 1.004 1.409 0.831
H -0.202 0.758 1.947
H -2.667 3.400 -0.659
H -3.848 3.147 0.652
H -4.924 2.323 -1.357
H -3.462 1.497 -1.887
H -5.879 -0.011 -1.860
H -6.606 -2.106 -0.789
H -5.627 -2.783 1.378
H -3.910 -1.363 2.441
H -3.378 1.590 2.338
H -2.181 0.317 2.086
H 2.743 -2.011 -1.208
H 6.069 -2.614 1.658
H 6.954 -2.441 0.116
H 6.236 -4.008 0.562
H 6.106 -0.380 0.892
```

Atomic partial charges in e from the Mulliken method, atoms 1 to 6: -0.784, -0.471, 0.283, -0.607, 0.202, -1.006



No. 7
The following is a quantum chemistry calculation of C6H14N2 in the gas phase, from OMol25.

Calculated values
relative energy (zero: lowest compared OMol25 entry of this formula, charge and spin): 2.082 eV
HOMO: -7.78 eV
SMILES string: C=C(C)N(N)C(C)C
charge: 0
orbital gap: 8.82 eV

The geometry in XYZ format:
```
22
C6H14N2 ωB97M-V with the def2-TZVPD basis set
C 2.030 -1.325 -0.807
C 0.999 -0.460 -0.729
C 1.055 0.811 -1.542
N -0.222 -0.798 -0.107
N -0.563 -2.172 -0.062
C -0.908 0.111 0.825
C 0.169 0.941 1.653
C -1.919 1.005 0.125
H 2.134 -2.176 -0.142
H 2.806 -1.272 -1.561
H 1.960 0.862 -2.158
H 0.202 0.864 -2.226
H 1.050 1.706 -0.919
H -1.543 -2.288 -0.317
H -0.454 -2.541 0.882
H -1.446 -0.494 1.566
H 1.041 0.384 2.009
H -0.326 1.310 2.558
H 0.497 1.828 1.107
H -2.677 0.403 -0.388
H -2.431 1.645 0.852
H -1.453 1.655 -0.619
```

Atomic partial charges in e from the Mulliken method, atoms 1 to 6: -1.025, 0.771, -1.240, 0.431, -0.797, 0.249



No. 8
The following is a quantum chemistry calculation of C20H18N4OS in the gas phase, from OMol25.

Calculated values
relative energy (zero: lowest compared OMol25 entry of this formula, charge and spin): 0.690 eV
HOMO: -7.83 eV
SMILES string: CC(=O)c1ccc2c(c1)N(c1cc(N(C)C)ncn1)c1ccccc1S2
charge: 0
orbital gap: 8.01 eV

The geometry in XYZ format:
```
44
C20H18N4OS ωB97M-V with the def2-TZVPD basis set
C 1.320 4.138 -4.338
C 0.607 2.894 -3.819
O -0.492 2.686 -4.265
C 1.205 2.044 -2.763
C 2.484 2.283 -2.248
C 2.971 1.515 -1.201
C 2.236 0.428 -0.710
C 0.991 0.088 -1.242
C 0.493 0.929 -2.275
N 0.199 -0.950 -0.704
C -1.041 -0.640 -0.067
C -1.135 -0.335 1.274
C -2.342 -0.082 1.817
N -2.459 0.414 3.119
C -3.791 0.508 3.787
C -1.240 0.750 3.916
N -3.468 -0.248 1.111
C -3.325 -0.551 -0.184
N -2.152 -0.705 -0.784
C 0.866 -2.088 -0.235
C 0.222 -3.346 -0.365
C 0.816 -4.503 0.142
C 2.076 -4.413 0.736
C 2.727 -3.164 0.819
C 2.119 -2.004 0.378
S 2.998 -0.498 0.561
H 2.278 3.906 -4.805
H 1.461 4.876 -3.542
H 0.748 4.631 -5.099
H 3.112 3.074 -2.606
H 3.942 1.740 -0.750
H -0.501 0.684 -2.647
H -0.215 -0.200 1.851
H -3.824 1.212 4.617
H -4.121 -0.444 4.169
H -4.557 0.824 3.106
H -0.718 -0.168 4.124
H -0.568 1.462 3.396
H -1.490 1.204 4.903
H -4.237 -0.739 -0.769
H -0.776 -3.399 -0.813
H 0.318 -5.432 -0.012
H 2.581 -5.329 1.073
H 3.679 -3.052 1.348
```

Atomic partial charges in e from the Mulliken method, atoms 1 to 6: -1.350, 0.929, -0.585, -0.052, -0.574, -0.930



Number 1: E -22584.9606 eV. Number 2: E -103724.8710 eV. Number 3: E -6478.4145 eV. Number 4: E -13771.0295 eV. Number 5: E -89848.4336 eV. Number 6: E -38019.7825 eV. Number 7: E -9427.4026 eV. Number 8: E -39875.0821 eV.